DFT (ωB97M-V/def2-TZVPD) results for a cluster of 2 separate species, C2H3NOS in total.

Geometry as XYZ:
```
8
Properties=species:S:1:pos:R:3:forces:R:3:nbo_charge:R:1
N 1.37669 -0.85454 -0.10705 0.2 -0.1 -1.6 -0.7781
C 1.56428 -1.02198 1.05282 0.2 -0.2 0.3 0.8575
O 1.62505 -1.28209 2.18718 0.1 0.1 0.3 -0.5257
H 1.77713 -0.40300 -0.92589 -0.2 -0.3 1.0 0.4417
C -1.35206 1.01303 -1.63462 -0.1 1.5 -0.4 -0.4703
S -0.39399 1.59371 -0.46314 -1.0 0.0 -0.7 0.0854
H -2.17709 1.66116 -2.09258 1.0 -1.1 0.8 0.1998
H -1.13554 0.06824 -2.13820 -0.2 0.0 0.2 0.1897
```
Positions in Å, forces in eV/Å.

## Properties
gap between HOMO and LUMO = 8.245 eV
LUMO = -0.613 eV
energy above the lowest of the compared OMol25 structures with the same formula, charge and spin = 26.9 kcal per mole
electronic energy = -606.14443 a.u.
E_HOMO = -8.9 eV
structure (SMILES) = N=C=O.C=S
largest force on an atom = 1.70 eV/Å